Below is a 10-piece molecular cluster, C39H89N20O11 overall, with properties calculated with ωB97M-V/def2-TZVPD.

The net charge is +1. The HOMO-LUMO gap is 0.25098 Eh. The lowest unoccupied orbital energy comes out at -2.903 eV. The calculated total energy comes out at -94215.7783 eV.

Bonds (Å) are listed after each position.
Geometry (Å):
1 N 4.17173 0.44247 2.04707  H11 1.002, C94 1.370, H154 1.002
2 C -2.02545 1.70447 2.08147  H16 1.092, H84 1.087, C118 1.549, H137 1.087
3 H -4.41811 -2.13976 6.01267  C90 1.092
4 C -2.61311 -2.21698 4.92419  C14 1.541, H35 1.092, C90 1.526, H111 1.091
5 C -6.27376 6.44427 1.72025  O73 1.221, N93 1.367, N131 1.369
6 C -3.56191 -6.06886 4.23415  N29 1.369, N52 1.365, O132 1.221
7 H 1.18611 3.98425 1.36194  C57 1.090
8 N 5.64566 -0.03132 0.32986  H54 1.017, H60 1.002, C94 1.353
9 H -4.93057 7.93178 1.32541  N93 1.005
10 H 14.87865 -2.51485 -1.30758  N98 1.002
11 H 4.92680 0.60995 2.68394  N1 1.002
12 C -2.07304 10.40172 0.31054  O24 1.219, N69 1.367, N110 1.368
13 H -5.98381 -2.11447 -0.61103  C55 1.089
14 C -1.92340 -1.77035 3.62025  C4 1.541, H47 1.088, H81 1.086, C109 1.532
15 H -2.04384 -0.06678 -4.79403  C112 1.093
16 H -2.74111 0.88820 2.19700  C2 1.092
17 N 12.90260 -1.19654 -2.21370  H86 1.012, H115 1.002, C156 1.359
18 H -2.02952 -6.38737 2.93466  N29 1.002
19 C -6.65700 -3.96076 2.95974  H48 1.087, H63 1.087, H65 1.083, C83 1.495
20 H -5.71207 -4.84151 -1.88937  C78 1.089
21 H 9.00310 -1.03923 -0.09110  N149 1.002
22 N 8.15301 -3.32594 -2.16678  H26 1.002, C46 1.355, H124 1.004
23 O -7.54289 -2.56068 1.15017  C53 1.433, C83 1.366
24 O -2.64719 9.71287 1.13588  C12 1.219
25 H -3.61691 -4.12921 -2.57305  C159 1.087
26 H 7.42175 -3.57235 -2.80672  N22 1.002
27 H -1.95020 7.00564 2.24414  C129 1.084
28 H 0.86709 -3.32086 -1.16005  N116 1.002
29 N -2.24106 -6.14705 3.88449  C6 1.369, H18 1.002, H70 1.002
30 C -2.19635 4.60574 -0.23799  H101 1.093, C142 1.503, H143 1.087, H146 1.089
31 H -1.14390 -3.58917 2.71277  C109 1.091
32 H -3.33953 6.50639 1.26100  C129 1.090
33 H 3.91841 -2.78559 -2.84472  N75 1.004
34 O 3.41942 -0.11206 -0.02459  C94 1.228
35 H -2.12984 -1.65961 5.72914  C4 1.092
36 O 2.58572 -2.90797 -8.22751  C66 1.215
37 C -2.37119 2.05805 -4.54074  H96 1.085, C112 1.539, H133 1.092, H151 1.088
38 H 2.89740 -5.08442 -7.06045  N147 1.002
39 O 7.05926 -1.41483 -1.61457  C46 1.231
40 C -1.20943 -1.38989 -0.88886  C99 1.423, C128 1.391, N144 1.400
41 H 0.22257 1.68701 -3.80465  C122 1.090
42 O -5.73609 -1.90889 2.23216  C83 1.190
43 H 0.23652 -1.36273 2.22212  C114 1.081
44 H 2.55164 -2.01714 -2.11243  N75 1.004
45 C -0.75874 4.74251 1.83641  C57 1.505, H80 1.086, C142 1.333
46 C 8.02311 -2.16725 -1.47581  N22 1.355, O39 1.231, N149 1.358
47 H -0.90050 -1.54177 3.91030  C14 1.088
48 H -7.51929 -3.92220 3.62082  C19 1.087
49 H -0.28631 10.46066 1.27601  N69 1.003
50 H 0.01741 2.94829 3.62754  C150 1.090
51 H -0.14862 3.17515 0.58661  C57 1.090
52 N -3.79878 -5.75983 5.54194  C6 1.365, H67 1.003, H127 1.002
53 C -7.47087 -3.52558 0.09283  O23 1.433, C55 1.534, H92 1.089, H103 1.085
54 H 5.81707 -0.30530 -0.63396  N8 1.017
55 C -6.39571 -3.07857 -0.90554  H13 1.089, C53 1.534, C78 1.532, H91 1.092
56 C -2.01394 -2.49164 1.10915  C77 1.398, C99 1.410, C109 1.518
57 C 0.17861 3.60418 1.53332  H7 1.090, C45 1.505, H51 1.090, C150 1.541
58 H 7.80021 1.27081 -2.31292  N72 1.001
59 N 2.13477 -2.09364 -6.15906  C66 1.373, H121 1.003, H136 1.002
60 H 6.42707 0.12604 0.93648  N8 1.002
61 H -1.98703 7.28293 0.46205  C129 1.088
62 C -4.38846 -0.38843 4.81583  H76 1.091, C90 1.534, H108 1.086, H152 1.087
63 H -6.74924 -4.87461 2.37795  C19 1.087
64 H -0.49571 0.91155 0.27440  C79 1.081
65 H -5.71979 -4.04551 3.49528  C19 1.083
66 C 2.46561 -3.09903 -7.03354  O36 1.215, N59 1.373, N147 1.369
67 H -4.75591 -5.70146 5.83623  N52 1.003
68 H 10.15323 2.55631 -4.62505  N107 1.002
69 N -0.76620 10.77532 0.45397  C12 1.367, H49 1.003, H145 1.002
70 H -1.48991 -5.99697 4.53106  N29 1.002
71 H 8.88264 0.06404 -1.72499  N72 0.997
72 N 8.70121 0.83465 -2.33105  H58 1.001, H71 0.997, C97 1.362
73 O -5.57355 5.51178 1.35972  C5 1.221
74 H 0.97953 -1.30609 0.65663  C114 1.097
75 N 3.03889 -2.85736 -2.36602  H33 1.004, H44 1.004, C157 1.364
76 H -3.53252 0.20633 5.13961  C62 1.091
77 C -3.02079 -3.05942 0.32369  C56 1.398, H141 1.078, N153 1.336
78 C -5.30674 -4.12111 -1.17971  H20 1.089, C55 1.532, H89 1.089, C159 1.517
79 C 0.03884 0.55558 1.14418  H64 1.081, C114 1.557, C118 1.539, H148 1.091
80 H -0.68938 5.12693 2.84976  C45 1.086
81 H -2.35983 -0.85298 3.23732  C14 1.086
82 H -8.12674 7.00946 2.51505  N131 1.002
83 C -6.57805 -2.73981 2.10076  C19 1.495, O23 1.366, O42 1.190
84 H -2.29814 2.49133 2.77962  C2 1.087
85 H -1.98373 0.52684 -2.36519  C139 1.087
86 H 12.04548 -0.75839 -2.52614  N17 1.012
87 H 0.49774 -0.35461 -1.11635  N144 1.009
88 H -6.42528 8.51399 1.96803  N93 1.002
89 H -5.02770 -4.69720 -0.29871  C78 1.089
90 C -4.10104 -1.88432 4.99904  H3 1.092, C4 1.526, C62 1.534, H158 1.088
91 H -6.89564 -2.89184 -1.85787  C55 1.092
92 H -7.25557 -4.53002 0.45570  C53 1.089
93 N -5.85714 7.74540 1.66839  C5 1.367, H9 1.005, H88 1.002
94 C 4.36109 0.08897 0.73684  N1 1.370, N8 1.353, O34 1.228
95 H 1.00566 -5.04792 -1.18909  N116 1.002
96 H -2.87658 2.38445 -5.44381  C37 1.085
97 C 9.71022 1.21460 -3.16343  N72 1.362, O106 1.225, N107 1.366
98 N 13.98734 -2.94882 -1.16420  H10 1.002, H119 1.002, C156 1.365
99 C -1.06956 -1.63565 0.50588  C40 1.423, C56 1.410, C114 1.499
100 H -3.64615 10.60155 -0.96290  N110 1.002
101 H -3.02231 3.96425 0.07946  C30 1.093
102 H 0.33525 -0.06883 -3.99160  C122 1.088
103 H -8.44916 -3.54696 -0.37496  C53 1.085
104 H -0.65779 1.48313 -1.77246  C139 1.093
105 H -2.22682 11.42255 -1.51110  N110 1.002
106 O 10.80081 0.65652 -3.16610  C97 1.225
107 N 9.42891 2.25828 -3.99940  H68 1.002, C97 1.366, H130 1.001
108 H -4.62908 -0.14350 3.78547  C62 1.086
109 C -1.96907 -2.88895 2.57391  C14 1.532, H31 1.091, C56 1.518, H140 1.092
110 N -2.68648 10.85544 -0.82506  C12 1.368, H100 1.002, H105 1.002
111 H -2.42509 -3.27754 5.09912  C4 1.091
112 C -1.45145 0.85129 -4.79779  H15 1.093, C37 1.539, C122 1.528, H134 1.089
113 H 9.86495 -2.46747 -0.55739  N149 1.008
114 C 0.08662 -0.99866 1.21538  H43 1.081, H74 1.097, C79 1.557, C99 1.499
115 H 13.77421 -0.72987 -2.37561  N17 1.002
116 N 1.37613 -4.14507 -1.41800  H28 1.002, H95 1.002, C157 1.375
117 H 2.56265 -4.49373 -5.46890  N147 1.004
118 C -0.57054 1.25861 2.37071  C2 1.549, C79 1.539, H135 1.088, C150 1.546
119 H 13.94214 -3.83387 -0.69590  N98 1.002
120 H -7.87545 5.31649 2.26675  N131 1.002
121 H 2.03454 -2.24072 -5.17197  N59 1.003
122 C -0.33752 0.75335 -3.75692  H41 1.090, H102 1.088, C112 1.528, C139 1.543
123 O 3.18277 -5.12164 -2.38613  C157 1.216
124 H 8.95041 -3.92845 -2.07038  N22 1.004
125 H -4.52890 -2.65564 -2.48920  C159 1.089
126 H -2.34481 -1.85040 -2.64635  C128 1.080
127 H -3.07104 -5.60019 6.21246  N52 1.002
128 C -2.23921 -2.01478 -1.58443  C40 1.391, H126 1.080, N153 1.344
129 C -2.25515 6.61664 1.27903  H27 1.084, H32 1.090, H61 1.088, C142 1.505
130 H 8.54379 2.72650 -4.01476  N107 1.001
131 N -7.53744 6.25826 2.21216  C5 1.369, H82 1.002, H120 1.002
132 O -4.46438 -6.26644 3.43535  C6 1.221
133 H -3.16223 1.76193 -3.84837  C37 1.092
134 H -1.01951 0.95852 -5.79196  C112 1.089
135 H -0.58847 0.64157 3.26635  C118 1.088
136 H 1.99835 -1.17740 -6.54127  N59 1.002
137 H -2.09932 2.04663 1.05283  C2 1.087
138 O 11.73028 -2.94439 -1.39660  C156 1.226
139 C -0.89811 0.57444 -2.33012  H85 1.087, H104 1.093, C122 1.543, N144 1.471
140 H -2.87950 -3.46088 2.76468  C109 1.092
141 H -3.73467 -3.71066 0.80219  C77 1.078
142 C -1.65335 5.26664 0.99806  C30 1.503, C45 1.333, C129 1.505
143 H -2.63896 5.33585 -0.91145  C30 1.087
144 N -0.33352 -0.59340 -1.63683  C40 1.400, H87 1.009, C139 1.471
145 H -0.27788 11.34145 -0.21272  N69 1.002
146 H -1.48454 3.97782 -0.77207  C30 1.089
147 N 2.65098 -4.32499 -6.45426  H38 1.002, C66 1.369, H117 1.004
148 H 1.06708 0.89668 1.01463  C79 1.091
149 N 9.05143 -1.87787 -0.63698  H21 1.002, C46 1.358, H113 1.008
150 C 0.25107 2.53923 2.64506  H50 1.090, C57 1.541, C118 1.546, H155 1.096
151 H -1.82665 2.86702 -4.05772  C37 1.088
152 H -5.20558 -0.10573 5.47489  C62 1.087
153 N -3.11870 -2.84002 -0.99054  C77 1.336, C128 1.344, C159 1.487
154 H 3.22863 0.53741 2.37215  N1 1.002
155 H 1.29575 2.21231 2.68978  C150 1.096
156 C 12.81131 -2.39587 -1.58114  N17 1.359, N98 1.365, O138 1.226
157 C 2.58121 -4.11003 -2.07895  N75 1.364, N116 1.375, O123 1.216
158 H -4.68800 -2.49617 4.31783  C90 1.088
159 C -4.13139 -3.46670 -1.88094  H25 1.087, C78 1.517, H125 1.089, N153 1.487

Atom charges from the Mulliken analysis, given in e for atoms 1 to 4: -0.35 -1.37 0.55 -1.58